95
Properties=species:S:1:pos:R:3:forces:R:3 method="wB97M-V/def2-TZVPD" lumo_ha="-0.06926 / -0.20674" total_charge=+1 e_above_lowest_ev=2.890 energy_ev=-60041.810 homo_lumo_gap_ev="7.0 / 5.7" spin_multiplicity=6
Ir 3.870 -11.676 17.523 -2.13 3.71 1.93
B 2.559 -14.666 18.025 -1.19 -0.18 -0.06
N 2.442 -13.551 19.100 -0.31 0.79 2.09
C 2.019 -13.841 20.344 -0.50 0.78 0.38
C 2.043 -12.688 21.125 1.29 0.81 -0.01
C 2.660 -11.677 20.311 -1.89 -1.70 0.77
N 2.823 -12.185 19.099 -1.41 -2.96 0.70
N 3.969 -14.495 17.440 3.03 -0.52 -1.04
C 4.843 -15.507 17.242 0.01 0.65 0.23
C 6.146 -14.961 17.275 0.19 -1.22 -0.33
C 6.012 -13.606 17.340 0.52 0.16 0.23
N 4.718 -13.301 17.441 0.89 -5.63 -0.11
H 1.719 -14.518 17.172 0.00 0.06 -0.09
H 2.422 -15.786 18.622 0.38 1.31 -0.74
H 1.646 -14.828 20.659 0.44 0.63 -0.58
H 1.828 -12.601 22.192 -0.09 -0.16 -0.68
H 2.861 -10.612 20.467 -0.13 -0.95 0.06
H 4.474 -16.535 17.030 0.45 0.97 0.71
H 7.094 -15.461 17.347 -0.03 -0.36 -0.47
H 6.787 -12.823 17.301 -0.66 -0.52 0.11
C 8.293 -8.496 14.114 -0.29 1.22 -0.13
C 7.514 -9.002 15.285 -1.57 -0.62 -0.44
C 8.214 -9.270 16.467 -0.55 0.02 0.69
C 7.537 -9.751 17.609 -1.57 -0.07 0.41
C 8.124 -10.124 18.961 1.29 -0.07 -1.63
C 6.142 -9.960 17.531 0.47 0.14 -1.37
C 5.420 -9.847 16.269 -0.58 0.00 0.66
C 6.144 -9.300 15.186 0.34 0.59 -1.10
N 4.119 -10.313 16.235 1.27 3.62 -3.56
C 3.132 -10.093 15.105 0.37 0.24 -0.30
C 3.599 -10.922 13.892 0.02 0.52 -0.99
C 2.524 -10.868 12.767 -0.36 0.15 0.47
C 2.207 -9.425 12.358 0.56 0.61 -0.41
C 1.864 -8.544 13.596 -0.55 0.93 -1.01
C 0.502 -9.022 14.072 0.56 -1.73 0.41
C 0.699 -10.541 14.406 -0.91 0.25 0.88
C 1.204 -11.435 13.288 0.36 0.02 -0.17
C 1.752 -10.587 15.537 -0.53 -0.88 1.34
C 2.980 -8.642 14.634 0.26 -0.44 0.21
H 8.421 -7.396 14.181 0.26 -0.47 0.32
H 7.794 -8.581 13.149 -0.03 -0.59 0.10
H 9.262 -8.977 14.122 0.23 0.06 -0.36
H 9.261 -8.983 16.456 0.01 -0.35 0.40
H 8.501 -11.157 18.816 0.11 0.54 0.46
H 7.355 -10.154 19.698 -0.44 0.10 0.63
H 8.946 -9.452 19.250 -0.27 -0.39 0.04
H 5.566 -10.100 18.444 0.06 -0.26 0.07
H 5.583 -9.111 14.246 0.99 -0.19 0.82
H 3.780 -11.964 14.161 0.13 0.01 0.09
H 4.529 -10.464 13.477 -0.58 -0.64 0.37
H 2.876 -11.475 11.924 -0.01 0.29 0.06
H 1.384 -9.420 11.632 -0.06 -0.05 0.30
H 3.038 -9.025 11.783 0.38 0.31 0.12
H 1.684 -7.461 13.363 0.74 -0.81 -0.31
H -0.253 -8.881 13.286 0.16 0.07 0.31
H 0.202 -8.543 15.012 -0.16 0.16 -0.29
H -0.287 -10.931 14.766 0.90 0.14 0.01
H 0.473 -11.495 12.482 0.02 -0.12 -0.05
H 1.415 -12.435 13.678 -0.43 -0.09 0.01
H 1.894 -11.655 15.836 -0.26 0.27 0.01
H 1.335 -10.065 16.441 0.67 -0.20 -0.70
H 2.780 -8.034 15.500 -0.19 0.50 0.39
H 3.925 -8.314 14.206 -0.17 0.31 -0.11
C 2.229 -6.614 18.822 -0.83 -0.06 -0.60
C 3.702 -6.501 18.730 -1.19 -0.36 0.43
O 4.478 -7.509 19.225 0.74 -2.75 0.65
C 4.480 -5.399 18.387 0.61 -0.77 -0.99
C 4.033 -4.578 17.344 0.11 1.28 0.16
C 4.920 -3.731 16.732 0.99 0.45 -0.97
C 6.291 -3.695 17.080 -1.58 -0.61 1.24
C 6.674 -4.406 18.229 0.63 0.27 -0.33
C 5.835 -5.345 18.791 -0.21 0.22 -0.32
H 1.705 -6.367 17.864 0.48 0.05 0.73
H 1.876 -5.947 19.609 -0.26 0.26 -0.09
H 1.848 -7.605 19.113 0.53 0.11 -0.16
H 3.018 -4.559 16.980 -0.24 -0.29 0.20
H 4.584 -3.103 15.895 0.12 -0.38 0.34
H 6.982 -3.175 16.471 0.57 0.77 -0.17
H 7.643 -4.245 18.713 -0.06 -0.29 -0.65
H 6.261 -6.122 19.419 -0.28 0.48 0.39
C 4.533 -8.500 23.766 -0.01 -1.14 0.10
Si 2.990 -8.636 22.681 0.65 0.00 1.50
C 1.952 -10.083 23.235 0.23 -0.95 -0.73
C 2.107 -6.978 22.723 1.15 0.77 -1.11
C 3.547 -9.038 20.996 1.38 1.81 -2.51
C 4.023 -8.467 20.005 -0.85 1.28 1.87
H 4.377 -7.963 24.700 -0.22 0.14 0.00
H 5.330 -7.998 23.228 0.20 0.07 -0.09
H 4.891 -9.518 24.067 -0.18 0.75 -0.38
H 1.513 -9.946 24.214 -0.22 -0.03 0.18
H 2.586 -11.017 23.253 -0.39 1.10 0.19
H 1.175 -10.313 22.478 0.12 0.29 0.55
H 1.840 -6.716 23.740 -0.14 0.04 0.15
H 1.239 -7.079 22.110 -1.05 -0.01 -0.21
H 2.651 -6.092 22.245 -0.29 -1.30 0.82